(1)
157
Properties=species:S:1:pos:R:3 method="wB97M-V/def2-TZVPD" charge=0 homo_ev=-7.985 gap_ev=6.67
C -0.653 4.964 0.310
H 5.901 4.451 -2.265
H 4.900 1.906 -3.295
O -10.359 -0.189 -3.517
C 5.389 -3.903 -1.129
O 6.444 0.498 -4.328
C 6.472 4.936 5.123
O -0.876 -3.714 1.126
C 7.798 5.664 5.044
C -4.160 7.009 4.905
H 6.563 4.017 5.710
H 1.492 -4.374 -3.756
H 6.481 -8.253 -3.322
H 4.054 -4.138 5.659
C -2.472 1.293 -3.450
H 8.365 -8.072 -1.660
C 3.546 3.786 1.979
H -4.415 -0.797 -0.466
H 5.059 -3.333 -2.002
C 3.298 -3.514 6.148
C -4.526 -0.678 -3.626
H 6.288 -4.039 1.259
H -2.489 5.040 -0.827
H -9.193 3.458 3.073
O -7.454 -2.547 1.076
O -0.724 3.563 0.530
C 1.972 -4.241 6.227
H 1.255 -2.381 3.349
H 5.714 5.571 5.591
C -4.094 0.911 -3.566
H -0.879 -2.282 -3.419
H -8.222 -0.764 1.741
H -7.412 3.030 0.610
H -2.701 5.313 0.898
C 4.882 -3.272 0.151
H -4.675 -2.503 -0.052
H 6.056 -0.987 -6.514
H -11.280 1.174 -1.412
C 4.672 2.812 -1.586
H 8.182 0.884 -5.334
C -8.181 3.573 1.167
C -9.779 0.979 -2.954
H 3.914 3.447 -1.117
S -4.002 3.494 -3.459
C 7.867 -7.182 -2.057
H 3.221 4.655 1.398
H 8.155 5.934 6.041
H 7.570 -0.518 -7.322
C 1.414 -0.499 -3.320
C 0.898 -2.651 2.352
H -7.836 -1.957 2.997
N -5.086 2.085 -3.581
H 0.010 5.153 -0.540
H 6.754 2.916 -2.153
H 4.763 1.893 -0.999
H -9.711 -3.413 2.198
H 0.476 -5.237 -1.155
H 5.025 -4.932 -1.221
H -2.003 6.598 -0.117
O 6.870 -6.767 -1.136
H 3.201 -2.603 5.548
H -4.829 -1.053 1.995
H -2.687 5.586 3.377
H 7.701 6.575 4.444
H 8.554 5.040 4.555
O 1.524 -4.577 4.922
H 5.251 -2.247 0.256
H -0.337 -4.298 3.018
H 6.355 3.809 -0.667
H 6.482 -3.950 -1.131
H 2.071 -5.673 -0.496
H 4.634 3.702 1.896
H 6.733 -6.576 -3.791
C 7.239 -7.468 -3.406
F 0.710 -0.515 -5.856
H 6.221 -7.489 -1.061
H -9.749 2.005 -1.052
H 7.996 -7.784 -4.129
H -0.217 5.428 1.199
H 1.654 -3.275 1.863
H -5.129 7.262 5.345
H 2.063 -5.161 6.814
H -11.325 -0.101 -3.446
H 1.214 -1.350 -2.541
H 6.700 4.030 3.413
H -3.431 -2.147 2.108
H -4.715 7.518 2.884
H -7.834 -2.418 0.190
H 2.966 -5.882 -2.835
H 0.512 1.604 -3.937
H -8.741 1.895 2.404
C -3.328 -1.802 -3.582
O 4.224 2.476 -2.891
C -4.306 6.667 3.437
O 6.024 4.601 3.817
H 5.796 -0.223 -4.254
F 3.049 -0.694 -5.243
C -0.428 -3.379 2.431
C -10.191 1.112 -1.502
H -0.200 -4.284 0.721
H 0.333 1.102 -2.110
H -8.692 0.895 -3.038
O 5.315 -4.029 1.271
H 2.436 0.015 -2.985
H -1.106 3.160 -0.269
H 0.801 -1.740 1.752
H 1.214 -3.607 6.695
H -10.056 4.034 0.909
C 1.891 -5.918 -2.636
C -2.039 5.518 0.050
C -9.683 -2.346 1.954
H 2.001 2.706 1.487
H -10.104 -2.238 0.949
C -8.408 2.931 2.521
H -3.731 6.167 5.459
I -6.650 -1.227 -3.720
H -9.874 0.233 -0.931
H -4.975 5.811 3.298
C 1.648 -1.076 -4.854
O -3.037 6.348 2.885
C -3.860 -1.305 1.555
H -1.186 -2.744 2.899
C 1.554 -5.208 -1.341
H 3.577 4.812 3.881
H 1.840 -4.153 -1.392
H -3.637 -2.937 -3.594
H -7.860 4.613 1.275
C -8.260 -1.828 1.997
C 5.998 3.539 -1.665
H -2.387 -2.729 0.027
H 3.788 -3.246 0.158
C 7.442 0.084 -5.250
H -3.480 7.857 5.037
N -2.364 2.804 -3.368
O -9.381 3.542 0.409
C 3.135 3.919 3.431
C -4.006 -1.648 0.087
H 1.583 -6.967 -2.589
H 3.452 3.040 4.003
H 7.939 -0.806 -4.852
O -2.737 -1.967 -0.465
H 3.655 -3.244 7.146
H 8.608 -6.381 -2.142
C -1.280 0.133 -3.395
F 1.605 -2.568 -4.746
O 1.206 -5.303 -3.718
H 6.307 0.689 -6.983
H 2.200 -5.147 4.517
C 0.275 0.697 -3.232
H -10.317 -1.805 2.662
C 6.813 -0.202 -6.598
H -7.490 2.942 3.116
O 2.967 2.618 1.416
H -10.104 1.848 -3.535
H 2.045 3.981 3.521
C -1.703 -1.450 -3.463
H -3.180 -0.458 1.687

(2)
61
Properties=species:S:1:pos:R:3 method="wB97M-V/def2-TZVPD" charge=+1 de_lowest_kcal_mol=3.90 spin_multiplicity=2 homo_ev="-9.593 / -9.546" gap_ev="6.21 / 6.11"
H -2.619 1.757 -1.962
C -2.968 -2.356 -0.167
H 2.952 2.516 -0.846
H 1.450 5.586 -1.095
C -1.547 1.874 0.741
C -4.065 -1.554 1.664
N 2.188 2.504 -1.508
C -5.309 -1.947 -0.331
H -6.237 -1.951 -0.886
C -2.162 2.928 -0.184
H -1.813 2.117 1.771
H -2.778 0.234 1.076
H 3.623 -5.364 -0.216
C 2.420 -0.804 1.394
H -4.004 -1.260 2.707
C 1.578 -5.307 -0.907
C 4.494 0.320 0.897
O 0.540 3.004 0.906
H -0.758 2.333 -3.370
N 1.323 -1.611 1.015
H 3.496 -1.020 -0.452
C 3.405 0.701 3.001
C 1.504 -2.780 0.376
H 5.257 1.621 2.428
N -1.808 -2.937 -0.728
H -3.220 3.051 0.056
C -0.020 1.948 0.664
C 2.696 -3.562 0.381
H -1.673 3.872 0.064
C 3.478 -0.546 0.523
C -5.278 -1.532 0.998
N -2.921 -1.950 1.101
O 0.558 0.863 0.263
H -0.179 1.582 -1.894
N 2.034 4.790 -1.285
H 3.567 -3.199 0.907
N -0.738 -2.537 -0.212
H -2.303 0.352 -0.464
C -0.655 2.474 -2.293
H 1.700 1.620 -1.477
H -0.477 -4.973 -1.390
H 1.634 -6.280 -1.373
C 2.714 -4.775 -0.243
C -2.052 2.653 -1.689
H -0.217 4.533 -2.149
Co -0.349 -0.791 0.656
N -1.987 0.484 0.493
C 0.420 -4.593 -0.923
C 2.394 -0.176 2.635
N 0.214 3.627 -2.057
H 3.371 1.183 3.969
H -2.560 3.463 -2.218
C 0.386 -3.322 -0.302
H -6.176 -1.224 1.514
C 1.456 3.617 -1.582
H -4.104 -2.730 -1.945
H 5.320 0.500 0.219
H 2.911 4.776 -0.791
C 4.460 0.951 2.135
H 1.573 -0.384 3.311
C -4.139 -2.375 -0.925

Record order is preserved below.
Total energy: -102766.0116; -77927.7207 eV